No. 1
Entry from the Open Molecules 2025 dataset: C12H16N4O3PdS as an isolated structure at a distorted geometry (wB97M-V/def2-TZVPD).

Each line ends with the Mulliken spin population.
Element x y z (Å)
C1 3.374 -0.172 1.570  0.0102
C2 -1.272 3.073 -2.397  0.0027
H1 -3.341 -4.079 0.619  0.0016
H2 -1.929 3.837 -1.976  0.0002
H3 -1.326 3.102 -3.483  0.0011
C3 -3.122 1.362 -2.285  -0.0035
C4 3.956 1.005 1.150  0.0042
C5 2.006 -0.371 1.378  0.0136
H4 -3.802 2.137 -1.917  -0.0005
H5 2.397 -1.967 3.577  0.0036
N1 -0.466 -2.980 1.330  0.0233
O1 -1.541 1.657 -0.462  0.0595
H6 -0.243 3.284 -2.099  0.0003
N2 0.231 -1.862 1.108  0.0718
H7 3.962 -0.959 2.022  0.0016
H8 -1.938 -4.945 1.125  0.0002
H9 2.520 -3.274 2.385  0.0025
C6 -1.686 1.692 -1.912  -0.0116
Pd1 -0.626 -0.231 0.291  1.3125
C7 -0.748 0.626 -2.571  0.0142
O2 -0.701 0.643 -3.790  0.0144
H10 1.157 2.428 -0.099  0.0051
C8 -1.724 -2.935 0.981  0.0038
C9 1.323 -1.602 1.760  0.0379
H11 -2.418 1.779 -0.085  -0.0019
H12 1.017 -3.047 3.273  -0.0013
H13 -3.410 0.395 -1.868  0.0028
H14 -3.203 1.306 -3.368  0.0005
N3 -2.447 -4.076 1.076  0.0101
N4 1.249 0.591 0.797  0.0573
C10 3.166 1.975 0.542  0.0053
H15 3.587 2.912 0.207  0.0000
O3 -0.101 -0.164 -1.796  0.1803
C11 1.852 -2.523 2.815  0.0071
H16 5.018 1.170 1.274  0.0000
C12 1.821 1.716 0.376  -0.0025
S1 -2.594 -1.504 0.451  0.1736

As for the net charge: 0. As for the spin multiplicity: 3. Its HOMO energy (spin up / spin down) is -7.26 / -8.28 eV. The expectation value of S² is 2.010. The calculation puts the energy relative to the best compared isomer or geometry (same formula, charge and spin) at 0.000 eV. Its HOMO-LUMO gap (spin up / spin down) is 6.73 / 7.14 eV.

=====

No. 2
Entry from the Open Molecules 2025 dataset: one molecule with the formula C12H16N4O4S at a distorted geometry (wB97M-V/def2-TZVPD).

Each line ends with the Mulliken charge.
Element x y z (Å)
O1 -1.575 -0.630 -0.944  -0.7045
H1 -0.894 -2.824 0.437  0.2396
H2 0.073 -3.660 -0.849  0.1681
N1 0.410 0.897 -0.040  0.2908
H3 1.007 -1.516 -1.182  0.1795
H4 2.599 -2.194 -0.529  0.9057
C1 1.841 -1.662 -0.439  -1.3067
H5 0.064 0.185 -0.598  0.1377
C2 -0.193 -3.555 0.457  -0.7686
H6 5.584 0.964 -0.208  0.3485
H7 2.032 3.100 -0.143  0.4951
H8 -5.430 1.027 -1.489  0.2620
S1 -0.237 3.188 1.130  -0.4054
C3 -4.604 1.487 -0.777  -0.5216
C4 2.527 2.191 -0.206  -1.0193
C5 3.935 2.222 -0.205  0.3254
C6 1.773 0.876 0.013  0.5819
H9 -2.381 2.103 0.461  0.3425
H10 -5.487 0.355 0.571  0.4632
C7 -3.846 0.268 -0.383  -0.1955
C8 -0.403 1.654 0.324  0.2476
N2 2.457 -0.296 -0.215  0.0872
C9 3.801 -0.179 -0.405  0.1357
H11 -0.558 -4.311 0.783  0.5423
H12 -4.085 2.493 -1.010  0.2513
C10 1.295 -1.889 1.069  0.0267
O2 1.013 -3.109 1.157  -0.4589
H13 1.999 -1.858 1.827  0.3203
C11 -4.687 0.817 0.697  -0.8886
N3 -1.658 1.549 -0.003  -0.1090
H14 -4.085 1.315 1.340  0.3564
H15 0.358 -1.269 1.354  0.2435
H16 -4.107 -0.812 -0.856  0.3399
C12 -2.285 0.326 -0.349  0.4990
N4 4.492 1.122 -0.200  -0.0395
O3 4.518 -1.505 -0.524  -0.6760
O4 4.735 3.129 -0.067  -0.6963

The SMILES is COCCn1c(NC(=S)NC(=O)C2CC2)cc(=O)[nH]c1=O. As for the net charge: 0. As for the spin multiplicity: 1. Its HOMO energy is -8.50 eV. The calculation puts the energy relative to the best compared isomer or geometry (same formula, charge and spin) at 11.431 eV. Its HOMO-LUMO gap is 7.49 eV.

=====

No. 3
Entry from the Open Molecules 2025 dataset: C12H16N4O6ReS6Sb as an isolated structure (wB97M-V/def2-TZVPD).

Each line ends with the Mulliken charge.
Element x y z (Å)
H1 0.214 -2.123 -2.282  0.2574
H2 5.398 -2.270 3.761  0.4401
O1 1.087 -1.606 0.036  -0.5830
H3 4.765 -1.380 1.550  0.5400
C1 1.698 -1.519 2.991  0.1068
C2 2.051 -2.049 4.219  -0.6508
S1 -1.531 -1.580 0.528  -0.0517
O2 -0.500 -0.789 4.185  -0.5487
Sb1 -3.814 -0.178 1.114  1.0917
S2 -4.864 -0.271 -0.782  -0.2723
O3 -0.864 -1.949 2.068  -0.2433
O4 3.506 -1.207 -0.448  -0.5615
S3 -3.508 0.370 3.185  -0.2419
N1 -0.045 0.004 -2.156  0.7428
N2 -1.375 -0.139 -4.222  0.1532
C3 3.387 -2.339 4.489  -0.7053
C4 -1.441 -0.073 -2.805  -0.5809
H4 -1.980 0.825 -2.498  0.3728
C5 0.713 -1.246 -2.692  -0.5544
S4 0.045 -0.930 2.895  1.5402
H5 1.733 -1.188 -2.320  0.2156
C6 2.687 -1.265 2.012  0.2003
C7 4.358 -2.066 3.549  -0.6928
H6 -0.661 1.008 -5.825  0.3364
C8 4.009 -1.542 2.304  -0.5559
H7 3.652 -2.760 5.449  0.4435
H8 1.666 1.258 -2.390  0.2368
H9 1.435 -0.133 -5.719  0.3360
C9 -0.636 -1.335 -4.637  -0.7017
O5 0.117 0.279 2.041  -0.4854
H10 -1.239 1.947 -4.440  0.3342
H11 -1.934 -0.958 -2.395  0.2815
S5 2.366 -0.881 0.315  1.7557
H12 -1.139 -2.226 -4.260  0.3194
O6 1.876 0.561 0.067  -0.5355
C10 1.403 -0.085 -4.632  -0.6996
S6 -1.444 1.802 -0.075  -0.0682
H13 1.293 -2.204 4.974  0.5220
Re1 -0.160 0.202 -0.041  0.5013
H14 -0.607 -1.383 -5.724  0.3374
C11 0.655 1.214 -2.794  -0.6846
N3 0.727 -1.277 -4.113  0.1650
H15 2.425 -0.049 -4.252  0.3348
C12 -0.688 1.054 -4.738  -0.7669
H16 0.101 2.104 -2.489  0.4960
N4 0.680 1.121 -4.221  0.1237

As for the net charge: +2. As for the spin multiplicity: 1. Its HOMO energy is -14.71 eV. Its HOMO-LUMO gap is 5.80 eV.

=====

No. 4
Entry from the Open Molecules 2025 dataset: one molecule with the formula C12H16N6 at a distorted geometry (wB97M-V/def2-TZVPD).

Each line ends with the Mulliken charge.
Element x y z (Å)
C1 0.402 -3.092 1.600  0.0822
H1 -0.849 3.093 -2.282  0.2812
H2 -0.998 4.378 0.346  0.2750
H3 2.898 1.813 0.240  0.3836
C2 -1.249 2.235 0.154  -1.2977
C3 0.793 2.978 -0.832  -1.0360
C4 -0.426 3.701 -1.447  -0.6511
H4 4.128 -1.318 0.078  0.2559
C5 0.498 0.249 1.887  -0.9533
C6 1.257 -2.043 0.932  0.1102
H5 -2.458 3.910 -0.779  0.3128
N1 0.380 -4.389 1.221  0.1211
H6 -1.536 2.156 1.172  0.4596
N2 2.341 -2.413 0.301  -0.7953
N3 -0.631 -5.049 1.853  -0.4088
C7 0.986 1.583 1.315  -0.2420
N4 -1.163 -4.144 2.609  -0.3730
C8 0.217 1.849 -0.053  0.4939
H7 0.842 2.409 1.947  0.7891
H8 1.595 2.591 -1.547  0.2817
H9 3.177 1.288 2.030  0.3013
N5 3.118 -1.304 0.199  0.0820
H10 -0.608 0.057 1.741  0.3902
H11 0.978 -4.861 0.484  0.3120
C9 2.438 -0.204 0.681  -0.1544
H12 0.739 0.244 2.955  0.3480
C10 -1.388 3.693 -0.386  -0.5555
H13 -0.283 4.757 -1.867  0.3501
H14 -1.805 1.461 -0.327  0.4108
H15 1.190 3.791 -0.221  0.3015
H16 0.079 0.978 -0.722  0.2253
N6 -0.511 -2.915 2.475  -0.2385
C11 1.319 -0.728 1.142  1.0403
C12 2.522 1.239 1.092  -0.9022

The SMILES is C1CCC([C@@H]2Cc3[nH]nc(-c4nnn[nH]4)c3C2)C1. As for the net charge: 0. As for the spin multiplicity: 1. Its HOMO energy is -9.29 eV. The calculation puts the energy relative to the best compared isomer or geometry (same formula, charge and spin) at 1.351 eV. Its HOMO-LUMO gap is 9.88 eV.

=====

Values of calculated total energy, in order: -39121.200; -37677.103; -104610.277; -21641.058, all in eV.